# 1
Entry from the Open Molecules 2025 dataset: a cluster of 11 separate species, C99H209N11O11 in total (ωB97M-V/def2-TZVPD).

Cartesian coordinates (Å):
C  -5.66714  4.99578  1.68651
C  -4.18860  4.65049  1.90297
C  -3.15404  5.38126  1.05393
C  -3.04609  6.80761  1.49490
C  -2.62875  6.91399  2.95908
C  -3.61149  6.21410  3.88490
N  -3.82106  4.82247  3.30456
O  -4.77428  4.19781  4.11015
C  -2.97281  6.04894  5.28079
C  -4.89316  7.07751  4.10692
C  -3.82034  3.17349  1.61491
H  -5.77485  5.52882  0.69514
H  -6.12163  5.71186  2.35724
H  -6.16515  4.06419  1.58332
H  -2.19784  4.90779  1.25565
H  -3.44984  5.36307  -0.00926
H  -3.99667  7.30333  1.32596
H  -2.31128  7.41570  0.94281
H  -2.48970  7.95829  3.17106
H  -1.64769  6.48381  3.23780
H  -2.55185  7.02547  5.51913
H  -3.72744  5.84520  5.99682
H  -2.15000  5.31265  5.22032
H  -5.22860  7.50913  3.19374
H  -5.71303  6.47388  4.44633
H  -4.57825  7.84523  4.84672
H  -2.79536  3.16209  1.94991
H  -3.86164  2.82937  0.59110
H  -4.38389  2.45823  2.22058
H  -4.45061  3.28384  4.22896
C  1.94949  -0.67609  6.96550
C  3.46465  -0.54647  6.64885
C  3.86265  -1.27022  5.45943
C  3.56226  -0.70114  4.08321
C  4.17673  0.70056  4.03549
C  3.72906  1.51037  5.24463
N  3.99976  0.80272  6.51934
O  3.57960  1.67971  7.54491
C  4.55181  2.74812  5.26335
C  2.19280  1.84128  5.00901
C  4.19968  -1.17871  7.84264
H  1.72449  -1.70235  7.26530
H  1.20615  -0.34540  6.25478
H  1.62788  -0.03073  7.77972
H  4.92967  -1.46965  5.47106
H  3.32042  -2.20016  5.57031
H  2.50349  -0.63921  3.86212
H  3.95390  -1.44084  3.28485
H  3.93488  1.27119  3.15757
H  5.26858  0.52281  4.08028
H  5.51627  2.60307  5.81583
H  4.83125  3.06089  4.28488
H  4.07930  3.67403  5.74074
H  1.76256  2.44931  5.83028
H  2.15825  2.32319  4.02760
H  1.57526  0.91212  4.93664
H  3.77063  -0.92290  8.83667
H  5.20513  -0.78162  7.91786
H  4.30237  -2.26954  7.71099
H  2.61046  1.80559  7.53542
C  7.08063  -4.18975  -2.24382
C  5.96289  -3.95095  -1.22882
C  5.47305  -2.46652  -1.28361
C  4.61791  -2.18550  -2.53964
C  3.44431  -3.22595  -2.50348
C  3.88520  -4.69568  -2.60136
N  4.81945  -4.84066  -1.39374
O  5.26173  -6.26950  -1.38908
C  2.68511  -5.62910  -2.38201
C  4.58974  -5.01843  -3.94728
C  6.48892  -4.16535  0.18230
H  6.72576  -3.81424  -3.16821
H  7.40564  -5.25532  -2.42952
H  7.97223  -3.58909  -2.06714
H  4.94218  -2.24496  -0.36679
H  6.33399  -1.88682  -1.08095
H  5.26293  -2.20667  -3.43984
H  4.30842  -1.11414  -2.49148
H  2.71480  -3.15378  -3.40043
H  2.77980  -3.14668  -1.65630
H  1.89190  -5.42759  -3.04379
H  3.04057  -6.62442  -2.48785
H  2.32618  -5.50846  -1.35707
H  5.35306  -5.78568  -3.87908
H  3.77265  -5.13521  -4.66685
H  5.20767  -4.17614  -4.28205
H  5.67996  -4.10358  0.92521
H  7.27280  -3.44961  0.39805
H  6.93695  -5.16652  0.24444
H  5.06683  -6.47886  -0.46112
C  -7.13574  -1.30384  3.82574
C  -7.66998  -0.90465  2.41056
C  -6.51159  -0.47540  1.50868
C  -5.75981  -1.67449  0.88443
C  -6.73137  -2.55348  0.18793
C  -7.91665  -3.05596  1.03915
N  -8.48277  -1.81232  1.62740
O  -9.64077  -2.22754  2.35318
C  -9.01323  -3.60211  0.10895
C  -7.50624  -4.06439  2.07625
C  -8.58402  0.32053  2.51546
H  -7.91636  -1.73148  4.45415
H  -6.84520  -0.36079  4.30573
H  -6.25810  -2.00848  3.87983
H  -6.98382  0.10250  0.72956
H  -5.86874  0.27765  1.96102
H  -5.14004  -2.33696  1.51997
H  -5.09823  -1.40903  0.08241
H  -6.20998  -3.43150  -0.34208
H  -7.17175  -1.99310  -0.64284
H  -9.31565  -2.93971  -0.67529
H  -8.50400  -4.38847  -0.41363
H  -9.88504  -4.04063  0.60028
H  -6.45247  -3.88716  2.23044
H  -7.95374  -4.20787  3.06711
H  -7.65884  -5.04325  1.63674
H  -8.88724  0.53784  1.51799
H  -7.95316  1.14037  2.85767
H  -9.42784  0.19333  3.13909
H  -10.42711  -1.91678  1.85386
C  0.80174  0.79075  -8.70705
C  0.63855  0.66970  -7.14759
C  -0.10055  -0.61642  -6.87065
C  0.68312  -1.92339  -7.05081
C  1.88297  -1.80872  -6.18998
C  2.76159  -0.57470  -6.49668
N  1.93631  0.64499  -6.31753
O  2.61069  1.77630  -6.80350
C  3.85368  -0.43225  -5.50033
C  3.45138  -0.80246  -7.92077
C  -0.21404  1.82143  -6.60744
H  -0.16083  0.97289  -9.21213
H  1.24441  -0.16561  -9.00249
H  1.54121  1.51298  -9.04968
H  -0.56411  -0.46109  -5.87239
H  -0.97015  -0.73622  -7.45802
H  0.90263  -2.07450  -8.11406
H  0.07110  -2.81097  -6.78696
H  2.54530  -2.65406  -6.26007
H  1.57141  -1.77340  -5.16077
H  3.45861  -0.14781  -4.57523
H  4.45408  -1.32751  -5.44747
H  4.41039  0.42546  -5.88173
H  3.69736  0.16326  -8.37224
H  4.39591  -1.34654  -7.77685
H  2.90591  -1.39888  -8.58147
H  -0.33719  1.63626  -5.56732
H  -1.08202  1.75300  -7.26224
H  0.23654  2.80318  -6.80587
H  2.89658  2.22438  -6.03070
C  -2.35414  0.59989  -0.54961
C  -1.32046  -0.48609  -0.91823
C  -0.82121  -0.24756  -2.37002
C  0.33726  0.74182  -2.54348
C  1.42123  0.52407  -1.49782
C  0.95724  0.40504  -0.02909
N  -0.07898  -0.58378  -0.05867
O  -0.59219  -0.81353  1.30830
C  2.19019  -0.14680  0.69343
C  0.52286  1.75166  0.56539
C  -1.99948  -1.84281  -0.85138
H  -2.09220  1.57621  -0.97100
H  -2.39334  0.71674  0.50855
H  -3.25249  0.18879  -1.02631
H  -0.61454  -1.27231  -2.72750
H  -1.62030  0.24327  -2.94980
H  -0.11318  1.69806  -2.30778
H  0.75310  0.62918  -3.54711
H  2.13034  1.39150  -1.66829
H  1.97065  -0.39957  -1.69960
H  2.53159  -1.00509  0.20382
H  2.96074  0.65088  0.74722
H  2.02150  -0.53827  1.71240
H  -0.27350  2.14426  -0.08475
H  0.04870  1.72363  1.53337
H  1.42287  2.36879  0.68010
H  -2.46631  -1.93503  0.13323
H  -1.36232  -2.67800  -1.13818
H  -2.70868  -1.97616  -1.64058
H  -0.38293  -1.77032  1.36262
C  -2.63927  -2.85391  -4.73889
C  -2.47614  -4.37633  -4.58177
C  -3.35124  -4.98214  -5.67518
C  -3.03736  -6.43811  -5.99318
C  -1.60024  -6.52749  -6.39397
C  -0.58922  -6.02498  -5.27589
N  -1.04085  -4.61774  -4.91770
O  -0.23666  -4.01253  -3.90493
C  -0.40830  -7.10628  -4.14193
C  0.79035  -5.71857  -5.96126
C  -2.86425  -4.70293  -3.10415
H  -2.30959  -2.45923  -5.75394
H  -2.04589  -2.36025  -3.96638
H  -3.69732  -2.60850  -4.68362
H  -4.36407  -4.96723  -5.36818
H  -3.30353  -4.30786  -6.55696
H  -3.73030  -6.78379  -6.79759
H  -3.17374  -7.10060  -5.14754
H  -1.34885  -5.79331  -7.15480
H  -1.25594  -7.54076  -6.61403
H  -1.32252  -7.71037  -4.03707
H  0.27356  -7.77879  -4.70520
H  -0.21748  -6.65637  -3.11364
H  0.51629  -5.14128  -6.84674
H  1.33278  -5.05417  -5.33757
H  1.41301  -6.54441  -6.33090
H  -3.81715  -4.19008  -2.78360
H  -2.08436  -4.48068  -2.46607
H  -3.05882  -5.79007  -3.00265
H  -0.31993  -3.14631  -4.13982
C  1.66150  8.15781  -2.53132
C  1.18168  6.76155  -2.82623
C  -0.28269  6.81277  -3.36646
C  -0.71696  5.53802  -4.05285
C  0.25407  5.26520  -5.23551
C  1.73284  5.04197  -4.77495
N  2.03769  6.18145  -3.97535
O  3.41319  6.18467  -3.50778
C  1.83439  3.66834  -4.01700
C  2.65260  4.98204  -5.94616
C  1.24429  5.84004  -1.58562
H  0.86642  8.52911  -1.89947
H  1.88773  8.72344  -3.46595
H  2.57943  8.17679  -1.94860
H  -0.97114  7.09365  -2.51736
H  -0.37651  7.62562  -4.05281
H  -1.74031  5.73508  -4.41683
H  -0.92187  4.71426  -3.35000
H  0.09915  6.11982  -5.91675
H  -0.16288  4.46498  -5.75823
H  1.61752  2.90467  -4.83110
H  2.83030  3.44819  -3.48031
H  1.00386  3.50375  -3.32238
H  3.53700  4.45393  -5.65271
H  2.23333  4.42389  -6.72734
H  2.90919  6.05246  -6.18543
H  0.42222  5.09632  -1.72152
H  0.97181  6.36062  -0.69336
H  2.19092  5.24533  -1.44897
H  3.64759  5.30440  -3.12033
C  7.26989  2.51049  -3.21084
C  6.29078  2.21809  -2.12553
C  6.91879  1.11683  -1.27755
C  6.34875  0.91492  0.16017
C  6.45392  2.30669  0.80390
C  5.67330  3.40882  0.05372
N  6.17469  3.48333  -1.37631
O  5.33585  4.37685  -2.10503
C  4.13375  3.22738  0.21550
C  6.04448  4.80918  0.68061
C  4.92316  1.71279  -2.70811
H  7.56016  1.53604  -3.73454
H  8.15957  3.02155  -2.78184
H  6.90470  3.20071  -3.97719
H  6.93074  0.18661  -1.83003
H  7.98060  1.39018  -1.25205
H  7.01500  0.22242  0.69830
H  5.36132  0.44503  0.21733
H  7.50426  2.79537  0.86726
H  6.10121  2.27727  1.85277
H  4.02100  3.49376  1.27130
H  3.45798  3.85933  -0.38825
H  3.98397  2.21665  -0.02975
H  7.17561  5.05375  0.62666
H  5.42522  5.52720  0.27623
H  5.91388  4.76328  1.77403
H  4.25322  1.54379  -1.86409
H  5.18089  0.73828  -3.10002
H  4.57300  2.31688  -3.53485
H  5.95449  4.95641  -2.50541
C  -4.80820  0.31520  6.97062
C  -4.48988  1.72339  6.62362
C  -3.79135  2.49634  7.78668
C  -2.35112  2.10473  7.99420
C  -1.62224  2.46843  6.68418
C  -2.12851  1.67416  5.55141
N  -3.60357  1.89885  5.37818
O  -4.04819  0.99557  4.38618
C  -1.56348  2.20518  4.23634
C  -1.57925  0.21222  5.66454
C  -5.83381  2.46011  6.22670
H  -5.11437  -0.27002  6.13821
H  -5.62631  0.30693  7.68163
H  -3.89795  -0.15511  7.36832
H  -3.92091  3.54563  7.57863
H  -4.34196  2.28143  8.71384
H  -2.26570  1.04513  8.19790
H  -1.82107  2.58835  8.81065
H  -0.56044  2.31591  6.82300
H  -1.83992  3.55381  6.47011
H  -1.89079  1.64851  3.34772
H  -1.93236  3.21796  4.09235
H  -0.47013  2.15928  4.27713
H  -1.41786  -0.12495  6.67106
H  -2.07596  -0.63914  5.16663
H  -0.60271  0.27296  5.25115
H  -5.94741  2.41448  5.15039
H  -5.83994  3.54083  6.46332
H  -6.77407  1.98161  6.61960
H  -4.03508  0.06970  4.70112
C  1.13620  -5.25708  3.53494
C  0.48531  -4.61702  2.27681
C  -0.24365  -5.72017  1.37148
C  -1.52588  -6.22714  1.92504
C  -2.52273  -5.07998  2.15317
C  -1.90005  -3.95547  3.08522
N  -0.51195  -3.55432  2.59361
O  0.14470  -2.67477  3.51091
C  -2.82098  -2.75261  2.96453
C  -1.82801  -4.35358  4.56109
C  1.59096  -3.91933  1.57981
H  0.54941  -5.90614  4.15862
H  1.67471  -4.56473  4.18082
H  1.95334  -5.96351  3.10719
H  -0.36012  -5.22918  0.39805
H  0.48516  -6.54543  1.27266
H  -1.49344  -6.88444  2.83794
H  -2.06682  -6.95268  1.35177
H  -3.44927  -5.51191  2.64186
H  -2.70240  -4.60545  1.18055
H  -2.60362  -1.91656  3.68019
H  -2.94675  -2.31460  1.99590
H  -3.86426  -3.10986  3.20232
H  -2.82036  -4.69347  4.83277
H  -1.10611  -5.15156  4.79189
H  -1.68641  -3.47035  5.15148
H  1.20772  -3.50000  0.64195
H  2.41159  -4.58322  1.23669
H  2.18072  -3.11232  2.06196
H  0.01921  -3.03721  4.37091

As for the SMILES: CC1(C)CCCC(C)(C)N1O.CC1(C)CCCC(C)(C)N1O.CC1(C)CCCC(C)(C)N1O.CC1(C)CCCC(C)(C)N1O.CC1(C)CCCC(C)(C)N1O.CC1(C)CCCC(C)(C)N1O.CC1(C)CCCC(C)(C)N1O.CC1(C)CCCC(C)(C)N1O.CC1(C)CCCC(C)(C)N1O.CC1(C)CCCC(C)(C)N1O.CC1(C)CCCC(C)(C)N1O. The value obtained for the relative energy (zero: lowest compared OMol25 entry of this formula, charge and spin) is 74.4 kcal/mol. The calculation puts the HOMO-LUMO gap at 8.247 eV. For the calculated total energy, the calculation gives -144949.571 eV. As for the LUMO energy: 0.3 eV.



# 2
Entry from the Open Molecules 2025 dataset: a structure of composition C52H52ClEuN5OPS (ωB97M-V/def2-TZVPD).

Cartesian coordinates (Å):
Eu  -0.39002  0.67390  0.39229
C  -0.48998  4.18801  0.65178
N  -0.70299  3.14997  1.70478
C  0.25595  3.41856  2.76997
C  1.68938  2.76095  2.65866
C  2.84558  3.41184  3.00117
C  4.05299  2.71106  3.12773
C  4.04444  1.39601  2.73736
C  2.94899  0.89765  2.11738
N  1.75593  1.47255  2.07975
C  -2.12100  3.15543  2.16012
C  -2.42399  1.93031  2.97640
C  -3.11717  1.98060  4.21563
C  -3.56213  0.76912  4.81472
C  -3.21150  -0.39341  4.18244
C  -2.50168  -0.33300  3.02063
N  -2.18468  0.74533  2.34436
C  -1.26182  3.97872  -0.61387
C  -1.34835  5.05303  -1.48007
C  -1.83078  4.85036  -2.75766
C  -2.25989  3.61280  -3.16723
C  -2.22653  2.64235  -2.20804
N  -1.72958  2.76194  -0.99907
H  -0.78171  5.17347  1.13391
H  0.55328  4.20473  0.42583
H  0.43840  4.46631  2.91313
H  -0.12117  2.97117  3.69553
H  2.64270  4.44118  3.24923
H  4.97464  3.16245  3.61845
H  4.83971  0.65550  2.91373
H  3.01304  -0.02107  1.52197
H  -2.38242  4.08080  2.76733
H  -2.64946  3.19371  1.22422
H  -3.20721  2.95955  4.69364
H  -4.12673  0.74288  5.79323
H  -3.41755  -1.34949  4.46492
H  -2.30845  -1.28063  2.58642
H  -1.02999  6.01322  -1.18123
H  -1.86353  5.64596  -3.45408
H  -2.51734  3.26594  -4.14210
H  -2.54003  1.63067  -2.54435
Cl  0.36066  -1.73293  2.85301
C  0.86335  -3.31922  2.56471
C  1.98352  -3.81896  3.28061
C  2.42950  -5.08756  2.95674
C  1.76225  -5.84106  2.01994
C  0.68134  -5.32463  1.31847
C  0.18997  -4.02869  1.54382
P  -1.26925  -3.29385  0.58413
C  -2.67901  -3.73522  1.62769
C  -3.97387  -3.37154  1.20373
C  -5.06816  -3.55313  2.00411
C  -4.91718  -4.03192  3.31179
C  -3.64928  -4.32577  3.74190
C  -2.54350  -4.15769  2.93978
C  -1.30203  -4.55569  -0.75737
C  -0.41846  -4.29675  -1.77111
C  -0.38185  -5.18324  -2.90728
C  -1.28107  -6.23597  -2.96445
C  -2.08421  -6.59781  -1.85563
C  -2.06404  -5.73547  -0.77470
H  2.29282  -3.26578  4.09136
H  3.28024  -5.46191  3.47106
H  2.06385  -6.84172  1.69423
H  0.20200  -6.10141  0.71124
H  -4.11662  -2.89550  0.21897
H  -6.04991  -3.31449  1.48839
H  -5.82042  -4.26746  3.96324
H  -3.50193  -4.61675  4.76182
H  -1.56585  -4.51485  3.37346
H  0.19824  -3.38579  -1.72766
H  0.29147  -4.88682  -3.71419
H  -1.28183  -6.95874  -3.80589
H  -2.79672  -7.43677  -1.82056
H  -2.62601  -5.90568  0.10846
C  3.57356  1.40783  -1.54091
S  2.09087  2.32264  -2.01669
O  1.21550  2.24812  -0.77939
C  2.61219  4.11380  -1.87526
C  2.34631  4.95640  -2.93350
C  2.58712  6.31461  -2.76250
C  3.13474  6.87278  -1.60622
C  3.50230  6.00147  -0.59919
C  3.18990  4.64733  -0.72494
H  3.90599  1.91602  -0.60644
H  4.41310  1.47939  -2.26327
H  3.34206  0.39402  -1.30090
H  1.79784  4.70705  -3.80816
H  2.16789  7.04315  -3.47298
H  3.37007  7.93352  -1.49315
H  3.84378  6.42533  0.32442
H  3.36144  4.04437  0.17730
C  -0.03678  0.61611  -4.90821
N  -0.50889  -0.53986  -4.19344
C  -1.85428  -0.83031  -4.65186
C  -0.20999  -0.49664  -2.79392
C  1.13634  -1.03391  -2.32156
C  2.14911  -1.36226  -3.19738
C  3.25125  -2.02627  -2.72430
C  3.44421  -2.24335  -1.32672
C  2.47177  -1.74831  -0.48682
C  1.37384  -1.03856  -0.92676
H  -0.78216  1.37819  -5.00988
H  0.30081  0.36631  -5.93284
H  0.75350  1.07952  -4.38294
H  -1.97294  -1.11691  -5.70577
H  -2.38928  0.06023  -4.65749
H  -2.31226  -1.56619  -4.05532
H  -0.96230  -1.13505  -2.29195
H  -0.24149  0.50626  -2.30969
H  2.09620  -1.17644  -4.23712
H  3.99511  -2.47987  -3.42084
H  4.27259  -2.83763  -0.91764
H  2.61563  -1.91249  0.59138

The value obtained for the relative energy (zero: lowest compared OMol25 entry of this formula, charge and spin) is 74.2 kcal/mol. The calculation puts the HOMO-LUMO gap (spin up / spin down) at 6.782 / 6.849 eV. Its total charge is +1. For the calculated total energy, the calculation gives -116234.027 eV. As for the spin multiplicity: 8. As for the expectation value of S²: 15.7597. As for the LUMO energy (spin up / spin down): -1.9 / -1.9 eV.